This record from the OMol25 dataset describes C29H54As2BiN8O5S2 as an isolated structure. The level of theory is the ωB97M-V functional and the def2-TZVPD basis.

The charge is +3. For the HOMO energy, the calculation gives -15.537 eV. The calculation puts the energy above the lowest of the compared OMol25 structures with the same formula, charge and spin at 0.0 kJ/mol.

Structure (XYZ):
```
101
Properties=species:S:1:pos:R:3:mulliken_charge:R:1
Bi -1.52 -0.50 -0.01 2.007
C 2.05 1.81 2.22 -2.072
C 1.00 1.20 1.34 -0.247
N -0.03 0.57 1.73 1.186
C -0.51 0.52 3.10 -1.167
C -2.00 0.15 3.04 -0.779
N -2.63 0.81 1.87 -0.259
C -4.10 0.80 1.88 -0.643
C -4.68 -0.51 1.37 -0.901
N -4.11 -0.92 0.07 -0.476
C -4.69 -0.30 -1.14 -1.137
C -4.06 1.04 -1.51 -0.591
N -2.60 0.98 -1.49 0.698
C -1.87 1.65 -2.29 0.474
C -2.37 2.49 -3.42 -1.908
C -0.41 1.71 -1.95 0.464
C 0.55 2.41 -2.67 -0.868
C 1.80 2.60 -2.10 -1.457
C 2.03 2.17 -0.79 -0.868
C 1.03 1.48 -0.13 0.832
N -0.11 1.20 -0.76 1.079
H 2.00 1.43 3.23 0.512
H 1.92 2.90 2.24 0.320
H 3.04 1.61 1.83 0.533
H -0.38 1.50 3.57 0.538
H 0.04 -0.21 3.70 0.428
H -2.49 0.44 3.97 0.524
H -2.11 -0.93 2.94 0.368
H -2.32 1.78 1.81 -0.286
H -4.42 1.64 1.26 0.174
H -4.49 0.98 2.88 0.529
H -5.77 -0.43 1.31 0.405
H -4.46 -1.31 2.08 0.482
H -4.25 -1.93 -0.02 0.287
H -5.77 -0.16 -1.03 0.419
H -4.53 -1.00 -1.96 0.405
H -4.34 1.82 -0.80 0.110
H -4.45 1.33 -2.48 0.588
H -2.56 3.50 -3.04 0.178
H -3.29 2.11 -3.85 0.564
H -1.63 2.56 -4.22 0.567
H 0.33 2.83 -3.64 0.517
H 2.57 3.12 -2.64 0.586
H 2.97 2.40 -0.30 0.573
C -0.49 -4.27 -2.19 -0.760
As -1.19 -2.78 -3.17 0.394
C 0.01 -2.32 -4.59 -0.973
C -2.87 -3.28 -3.93 -1.157
O -1.43 -1.44 -2.16 -0.349
H 0.15 -4.86 -2.84 0.417
H -1.31 -4.90 -1.84 0.469
H 0.08 -3.90 -1.35 -0.059
H 0.03 -3.14 -5.31 0.478
H 1.02 -2.16 -4.20 0.213
H -0.35 -1.42 -5.08 0.357
H -2.72 -4.15 -4.58 0.451
H -3.26 -2.46 -4.53 0.373
H -3.56 -3.53 -3.14 0.371
C -2.89 6.28 2.39 -1.008
As -2.19 5.81 0.67 0.427
C -3.42 6.49 -0.64 -1.055
C -0.55 6.78 0.45 -1.036
S -1.90 3.72 0.47 -0.567
H -3.01 7.36 2.45 0.414
H -2.20 5.94 3.16 0.343
H -3.86 5.79 2.53 0.351
H -3.54 7.56 -0.49 0.422
H -4.38 5.99 -0.52 0.352
H -3.03 6.31 -1.63 0.350
H -0.75 7.85 0.54 0.427
H -0.14 6.56 -0.53 0.336
H 0.15 6.47 1.22 0.345
C 6.94 -4.67 4.20 -1.221
C 6.55 -4.40 2.75 -0.459
S 5.46 -3.01 2.68 1.175
O 6.16 -1.81 3.06 -0.680
O 4.21 -3.35 3.34 -0.698
C 5.02 -2.78 0.94 -0.728
C 3.89 -3.70 0.46 -1.387
N 2.80 -2.91 -0.15 0.336
C 1.70 -2.48 0.53 0.240
N 0.99 -1.63 -0.20 1.353
C 1.63 -1.51 -1.40 -1.039
C 2.74 -2.29 -1.37 -0.993
N 3.71 -2.44 -2.42 1.081
O 3.40 -1.96 -3.50 -0.639
O 4.75 -3.02 -2.16 -0.621
C 1.35 -2.90 1.91 -1.363
H 7.62 -5.52 4.22 0.379
H 6.07 -4.91 4.80 0.344
H 7.45 -3.82 4.63 0.353
H 6.02 -5.24 2.30 0.365
H 7.41 -4.13 2.13 0.415
H 5.90 -2.80 0.31 0.701
H 4.67 -1.75 0.99 0.243
H 3.44 -4.22 1.30 0.774
H 4.24 -4.43 -0.27 0.342
H 1.28 -0.89 -2.20 1.079
H 1.11 -3.96 1.96 0.500
H 0.48 -2.34 2.24 -0.093
H 2.17 -2.74 2.61 0.228
```

=====

This record from the OMol25 dataset describes C23H23N7O2Sn as an isolated structure. The level of theory is the ωB97M-V functional and the def2-TZVPD basis.

The charge is +2. For the HOMO energy, the calculation gives -14.365 eV.

Structure (XYZ):
```
56
Properties=species:S:1:pos:R:3:nbo_charge:R:1
Sn 0.82 0.31 1.23 1.410
C 1.70 -0.17 -1.85 -0.278
N 2.38 0.33 -0.63 -0.650
C 3.10 1.62 -0.82 -0.274
C 2.43 2.71 -0.04 0.415
N 1.44 2.46 0.77 -0.632
C 1.13 3.67 1.41 0.143
C 0.17 3.97 2.37 -0.222
C 0.11 5.28 2.81 -0.186
C 0.98 6.26 2.30 -0.169
C 1.93 5.97 1.34 -0.216
C 1.98 4.65 0.91 0.100
N 2.80 4.00 -0.01 -0.493
C 0.22 -0.04 -1.73 0.448
N -0.36 0.36 -0.62 -0.642
C -1.75 0.27 -0.82 0.073
C -2.81 0.58 0.02 -0.199
C -4.08 0.39 -0.49 -0.204
C -4.29 -0.09 -1.79 -0.176
C -3.24 -0.39 -2.63 -0.232
C -1.96 -0.19 -2.11 0.163
N -0.69 -0.38 -2.66 -0.505
H 1.95 -1.22 -2.00 0.259
H 2.04 0.36 -2.74 0.241
H 3.06 -0.37 -0.36 0.418
H 3.15 1.89 -1.88 0.236
H 4.13 1.52 -0.47 0.250
H -0.50 3.22 2.77 0.224
H -0.62 5.56 3.56 0.241
H 0.89 7.28 2.67 0.244
H 2.59 6.73 0.96 0.244
H 3.55 4.42 -0.54 0.444
H -2.65 0.97 1.02 0.235
H -4.94 0.63 0.13 0.245
H -5.30 -0.23 -2.15 0.246
H -3.40 -0.75 -3.64 0.248
H -0.49 -0.72 -3.59 0.449
O -2.51 -2.30 1.14 -0.737
C -2.41 -3.70 1.35 0.073
N -2.26 -4.46 0.13 -0.631
C -1.10 -4.72 -0.52 0.656
O -1.04 -5.40 -1.52 -0.550
C 0.15 -4.06 0.01 -0.150
C 1.29 -4.80 0.27 -0.082
C 2.45 -4.14 0.66 -0.224
C 2.42 -2.77 0.76 0.032
N 1.33 -2.04 0.49 -0.564
C 0.21 -2.69 0.13 0.030
H -3.38 -2.10 0.76 0.484
H -3.27 -4.09 1.89 0.202
H -1.53 -3.84 1.97 0.189
H -3.08 -4.88 -0.28 0.424
H 1.28 -5.88 0.15 0.260
H 3.35 -4.69 0.89 0.256
H 3.31 -2.22 1.08 0.202
H -0.67 -2.09 -0.06 0.232
```

=====

This record from the OMol25 dataset describes a 2-piece molecular cluster, C8H11BrO overall at a distorted geometry. The level of theory is the ωB97M-V functional and the def2-TZVPD basis.

For the HOMO energy, the calculation gives -9.683 eV. The calculation puts the energy above the lowest of the compared OMol25 structures with the same formula, charge and spin at 441.1 kJ/mol.

Structure (XYZ):
```
21
Properties=species:S:1:pos:R:3:nbo_charge:R:1
C 1.33 0.54 -3.12 -0.323
C 1.37 1.70 -3.35 -0.122
C 0.40 2.31 0.14 -0.306
C 0.87 1.05 -0.03 -0.301
C -1.57 -2.04 0.48 -0.627
C -0.38 -0.21 2.01 -0.595
C -0.35 -1.09 0.78 -0.314
C -0.15 0.00 -0.29 0.559
O -1.07 0.11 -1.13 -0.579
Br 1.47 3.64 -3.25 0.137
H 0.93 2.97 0.75 0.196
H -0.58 2.62 -0.09 0.208
H 1.87 0.71 0.02 0.227
H -1.39 -3.08 1.00 0.220
H -2.42 -1.49 0.92 0.211
H -1.79 -1.98 -0.65 0.254
H 0.56 0.23 2.16 0.218
H -0.63 -0.79 2.82 0.213
H -1.14 0.67 1.99 0.210
H 0.56 -1.80 0.80 0.218
H 0.57 -0.10 -2.41 0.294
```

=====

This record from the OMol25 dataset describes C7H7O6STb as an isolated structure at a distorted geometry. The level of theory is the ωB97M-V functional and the def2-TZVPD basis.

As for the multiplicity: 7. The charge is +2. For the HOMO energy (spin up / spin down), the calculation gives -16.944 / -17.036 eV. The expectation value of S² is 12.6742. The calculation puts the energy above the lowest of the compared OMol25 structures with the same formula, charge and spin at 448.8 kJ/mol.

Structure (XYZ):
```
22
Properties=species:S:1:pos:R:3:mulliken_charge:R:1
O -3.50 2.81 -3.54 -0.066
C -3.08 1.97 -2.98 0.061
Tb 0.08 -0.42 0.19 0.238
O -2.56 -0.96 -1.73 -0.033
C -1.65 -0.67 -1.10 0.296
C 1.52 1.09 0.89 0.449
O 2.35 1.77 1.35 -0.093
C -1.29 0.63 1.51 0.302
O -2.02 1.06 2.29 -0.059
C 1.17 -0.20 -1.71 0.427
O 1.82 -0.25 -2.67 -0.094
H -0.44 1.70 -0.79 0.016
C 0.89 -3.96 2.16 -1.042
S 0.62 -2.54 1.30 0.672
C 2.25 -2.45 0.34 -1.081
O -0.63 -2.89 0.45 -0.542
H 1.74 -3.80 2.82 0.475
H 1.04 -4.73 1.43 0.404
H -0.02 -4.13 2.71 0.412
H 2.93 -3.06 0.94 0.444
H 2.10 -2.86 -0.65 0.371
H 2.66 -1.43 0.30 0.443
```

=====

This record from the OMol25 dataset describes a 2-piece molecular cluster, C46H57N7O2 overall at a distorted geometry. The level of theory is the ωB97M-V functional and the def2-TZVPD basis.

For the HOMO energy, the calculation gives -6.117 eV.

Structure (XYZ):
```
112
Properties=species:S:1:pos:R:3:mulliken_charge:R:1
C -2.51 -2.03 -2.99 -1.380
C -2.96 -1.50 -1.63 1.962
C -3.74 -2.54 -0.84 -2.012
C -3.72 -0.19 -1.81 0.411
C -5.11 -0.17 -1.97 -0.388
C -5.78 1.03 -2.20 -1.473
C -5.07 2.22 -2.28 -0.191
C -3.68 2.23 -2.13 0.959
C -2.92 3.56 -2.20 2.075
C -3.30 4.47 -1.04 -1.452
C -3.10 4.24 -3.55 -1.570
C -3.01 1.02 -1.91 -2.091
N -1.57 1.02 -1.74 2.177
N -0.73 0.82 -2.79 -1.132
N 0.51 0.80 -2.22 2.083
C 1.71 0.80 -3.05 -1.059
C 2.25 2.01 -3.48 0.569
C 1.52 3.33 -3.20 1.662
C 0.41 3.53 -4.22 -1.230
C 2.47 4.53 -3.13 -1.965
C 3.40 1.99 -4.27 -0.627
C 4.00 0.78 -4.61 -1.461
C 3.45 -0.42 -4.18 -0.732
C 2.30 -0.43 -3.38 0.683
C 1.68 -1.76 -2.96 1.224
C 2.72 -2.78 -2.52 -1.704
C 0.81 -2.30 -4.10 -1.636
C 0.45 1.07 -0.87 0.221
C 1.62 1.22 -0.05 -0.316
C 1.75 2.37 0.77 -0.287
C 2.92 2.58 1.50 -1.024
C 3.95 1.64 1.46 -0.559
C 3.81 0.47 0.70 -0.890
C 2.66 0.26 -0.05 0.137
C -0.89 1.17 -0.52 1.698
C -1.48 1.29 0.72 -2.083
H -1.94 -1.26 -3.52 0.347
H -1.88 -2.92 -2.87 0.331
H -3.38 -2.30 -3.60 0.332
H -2.06 -1.25 -1.05 -0.529
H -4.14 -2.11 0.09 0.434
H -4.57 -2.95 -1.42 0.452
H -3.08 -3.37 -0.56 0.416
H -5.66 -1.11 -1.92 0.337
H -6.86 1.03 -2.32 0.374
H -5.58 3.17 -2.46 0.364
H -1.86 3.31 -2.09 -1.103
H -3.08 3.97 -0.09 0.276
H -2.74 5.41 -1.08 0.415
H -4.38 4.70 -1.06 0.317
H -2.77 3.58 -4.36 0.344
H -4.16 4.50 -3.72 0.351
H -2.51 5.16 -3.60 0.402
H 1.06 3.23 -2.21 -0.205
H -0.28 2.67 -4.20 0.164
H -0.16 4.44 -4.01 0.338
H 0.83 3.60 -5.23 0.406
H 3.28 4.34 -2.42 0.416
H 2.91 4.74 -4.11 0.363
H 1.92 5.42 -2.80 0.460
H 3.83 2.93 -4.63 0.232
H 4.90 0.78 -5.23 0.374
H 3.91 -1.37 -4.46 0.328
H 1.03 -1.54 -2.11 0.069
H 3.41 -2.35 -1.79 0.322
H 2.22 -3.64 -2.06 0.411
H 3.30 -3.14 -3.38 0.407
H 0.11 -1.54 -4.44 0.305
H 1.44 -2.58 -4.95 0.442
H 0.25 -3.18 -3.77 0.398
H 0.92 3.07 0.80 0.479
H 3.03 3.49 2.09 0.472
H 4.87 1.80 2.04 0.416
H 4.61 -0.28 0.69 0.441
H 2.52 -0.66 -0.63 0.256
H -0.81 1.49 1.55 0.149
H -2.56 1.29 0.78 0.191
C -2.16 -2.32 2.43 -1.202
C -1.18 -1.39 3.09 0.058
C -1.46 -0.03 3.27 -0.342
C -0.69 0.71 4.26 1.285
O 0.41 0.33 4.70 -0.763
N -1.19 1.92 4.75 0.188
C -0.43 2.64 5.74 -1.089
C -2.51 2.47 4.53 -0.990
N 0.03 -1.84 3.49 0.158
N 0.16 -3.09 3.77 -0.415
C 1.51 -3.41 4.09 0.311
N 1.46 -4.72 4.55 -0.041
C 2.53 -5.46 5.05 0.518
C 2.28 -6.73 5.62 -0.443
C 3.33 -7.45 6.20 -0.486
C 4.63 -6.93 6.18 -0.450
C 4.89 -5.69 5.58 -0.565
C 3.84 -4.95 5.02 -0.356
O 2.49 -2.69 3.96 -0.619
H -3.15 -1.86 2.39 0.347
H -1.85 -2.56 1.40 0.211
H -2.23 -3.26 2.99 0.412
H -2.37 0.36 2.84 0.132
H 0.50 2.10 5.93 0.321
H -0.20 3.65 5.37 0.296
H -1.00 2.74 6.67 0.326
H -3.07 1.90 3.78 0.289
H -3.09 2.48 5.47 0.333
H -2.42 3.51 4.19 0.356
H 0.52 -5.09 4.54 0.235
H 1.26 -7.12 5.62 0.311
H 3.12 -8.41 6.66 0.349
H 5.45 -7.49 6.64 0.356
H 5.90 -5.28 5.54 0.346
H 4.02 -3.98 4.57 0.531
```

=====

This record from the OMol25 dataset describes C29H48Cl2CrN3O4Si as an isolated structure at a distorted geometry. The level of theory is the ωB97M-V functional and the def2-TZVPD basis.

As for the multiplicity: 5. The charge is -1. For the HOMO energy (spin up / spin down), the calculation gives -2.666 / -4.175 eV. The expectation value of S² is 6.0187. The calculation puts the energy above the lowest of the compared OMol25 structures with the same formula, charge and spin at 43.5 kJ/mol.

Structure (XYZ):
```
88
Properties=species:S:1:pos:R:3:mulliken_charge:R:1
C -1.90 -0.55 -4.78 -1.525
C -1.20 -1.58 -3.97 0.113
H -1.72 -0.68 -5.85 0.470
H -1.56 0.45 -4.49 0.091
H -2.99 -0.59 -4.62 0.316
C -0.38 -2.53 -4.45 0.704
C -0.11 -2.73 -5.91 -1.866
H 0.12 -3.23 -3.79 0.376
H 0.29 -1.84 -6.40 0.360
H -1.01 -3.05 -6.46 0.345
H 0.63 -3.53 -6.01 0.386
Cr -0.35 0.84 -0.14 -0.717
Cl 0.01 3.59 0.27 -0.365
C -0.56 -1.91 1.28 -0.923
O 0.14 -1.04 0.71 -0.028
N -0.05 -2.80 2.14 0.577
C 1.40 -2.86 2.32 -0.886
C -0.85 -3.84 2.78 -0.965
H -1.64 -2.01 1.08 0.634
H 1.82 -1.85 2.22 0.174
H 1.86 -3.52 1.57 0.180
H 1.59 -3.25 3.32 0.401
H -1.90 -3.53 2.81 0.284
H -0.47 -3.98 3.80 0.389
H -0.78 -4.79 2.23 0.269
H 1.57 2.63 4.93 0.311
H -0.88 4.35 4.63 0.332
C 1.53 2.74 3.84 -0.813
C -0.41 4.29 3.64 -0.877
N 0.16 2.97 3.42 0.345
H 1.94 1.84 3.37 0.197
C -0.50 2.13 2.61 -0.445
O 0.04 1.19 1.95 -0.467
H -1.18 4.48 2.89 0.260
H -1.57 2.34 2.53 0.577
H 2.12 3.63 3.56 0.278
H 0.39 5.04 3.57 0.315
H 1.27 0.35 -3.83 0.017
H 2.41 -2.28 -3.32 0.218
C 2.29 0.53 -3.45 -0.570
C 3.14 -1.69 -2.74 -0.933
N 2.59 -0.39 -2.36 0.330
H 2.37 1.57 -3.10 0.077
C 2.19 -0.15 -1.11 0.150
O 1.63 0.92 -0.75 -0.426
H 3.42 -2.24 -1.83 0.297
H 2.41 -0.95 -0.38 0.250
H 3.02 0.34 -4.25 0.406
H 4.03 -1.53 -3.37 0.384
O -0.56 -0.46 -2.00 0.642
C -1.42 -1.40 -2.46 -0.283
C 0.03 -3.17 -1.43 0.817
C -1.25 -2.68 -1.65 0.065
H 0.88 -2.56 -1.78 0.041
C 0.22 -4.41 -0.83 -1.071
H -2.47 -1.09 -2.36 0.210
C -2.37 -3.35 -1.14 -0.527
H 1.23 -4.80 -0.71 0.509
C -0.90 -5.13 -0.41 -1.051
C -2.18 -4.58 -0.51 -0.587
H -3.36 -2.89 -1.26 0.424
H -0.77 -6.13 0.03 0.423
H -3.05 -5.11 -0.11 0.379
Si -0.25 4.11 -1.88 1.160
Cl -0.74 2.03 -2.25 0.122
C 1.62 4.39 -2.03 -1.216
C -1.84 5.06 -1.43 -1.258
C -0.62 4.75 -3.71 -1.673
H 2.19 3.48 -1.83 0.182
H 1.96 5.15 -1.32 0.369
H 1.89 4.75 -3.03 0.300
H 0.19 4.48 -4.39 0.358
H -0.72 5.85 -3.74 0.340
H -1.55 4.33 -4.11 0.286
H -1.92 5.23 -0.35 0.213
H -2.73 4.49 -1.75 0.291
H -1.87 6.04 -1.93 0.360
C -5.15 0.13 1.02 -0.621
C -4.17 -0.17 1.98 -1.030
C -2.82 0.09 1.68 0.179
C -2.44 0.55 0.43 0.590
C -3.41 0.84 -0.51 -0.262
C -4.77 0.65 -0.22 -0.743
H -6.21 -0.05 1.25 0.331
H -4.44 -0.58 2.95 0.367
H -2.08 -0.10 2.47 0.603
H -3.12 1.23 -1.49 0.374
H -5.52 0.91 -0.97 0.381
```

=====

Total energy / eV: -202271.0917, -44570.6796, -80558.3695, -52902.4644, -63149.8369, -104858.6857